18
Properties=species:S:1:pos:R:3:forces:R:3:lowdin_charge:R:1 method="wB97M-V/def2-TZVPD" total_energy_ev=-12477.792 mol_weight_da=108.09 orbital_gap_ev=10.14 smiles=O.O.O.O.O.O multiplicity=1 homo_ha=-0.369
O -34.21842 -19.52942 -2.18872 0.7005 -0.1694 0.9622 -0.173
H -33.48036 -19.80716 -2.75881 -0.5481 0.1381 0.2621 0.012
H -33.79180 -19.55855 -1.20541 -1.1607 0.0721 -3.5674 -0.047
O -33.07999 -19.57430 -0.09222 -0.2779 -3.7918 -0.1379 0.067
H -33.72623 -19.40089 0.55045 -3.0516 -0.8887 1.9181 0.040
H -32.65577 -18.83165 0.13436 3.7065 5.3761 0.1510 -0.015
O -31.39616 -20.65971 1.69057 -1.1188 -0.6142 -2.6001 -0.046
H -31.21853 -19.93627 2.22315 0.9992 1.9227 2.4161 -0.020
H -31.87544 -20.14837 0.97613 0.5881 -1.8822 0.7114 0.006
O -35.15502 -17.94280 3.82818 4.6715 5.5559 -4.1865 0.026
H -35.62660 -18.44690 4.32733 -4.5763 -5.0198 4.7329 -0.073
H -34.95505 -18.40001 3.02024 -0.1531 -0.4943 -0.4292 -0.007
O -35.53907 -19.35287 1.31817 -0.8696 1.6771 -1.5289 -0.069
H -36.02062 -18.68787 0.69842 1.0527 -1.9992 1.5447 0.137
H -35.93480 -20.22699 1.19193 -0.0569 0.3348 -0.1799 0.076
O -31.55980 -17.20318 0.75114 0.8911 -7.3225 -1.6339 -0.023
H -30.81516 -17.68188 0.22176 -1.7077 2.5103 1.5319 0.130
H -31.54977 -16.32119 0.86708 0.9110 4.5950 0.0333 -0.021

58
Properties=species:S:1:pos:R:3:forces:R:3:lowdin_charge:R:1 method="wB97M-V/def2-TZVPD" total_energy_ev=-41656.902 mol_weight_da=366.39 orbital_gap_ev=9.07 smiles=CP(O)[C@@H](C#N)CC#N.CO.CO.CO.CO.CO.CO.CO multiplicity=1 homo_ha=-0.325
C -0.09767 -4.02205 0.89867 0.6579 0.2497 0.1134 -0.242
P -0.11861 -2.60058 2.04816 -1.0187 0.2349 0.1029 0.915
O 0.68912 -3.20328 3.35623 0.3915 0.1946 -0.1222 -0.305
C 1.09702 -1.43651 1.20364 0.7208 -0.1864 -0.0180 -0.419
C 0.90536 -0.10139 1.76328 0.1098 0.2742 -0.0810 -0.277
N 0.77146 0.97145 2.16012 -0.0356 -0.2568 -0.0053 0.192
C 2.63222 -1.73442 1.15480 -0.0955 0.1734 -0.3629 -0.146
C 2.98593 -3.14596 1.27076 -0.0163 0.1226 0.2224 -0.243
N 3.28616 -4.24281 1.41057 0.0776 -0.1593 -0.0985 0.173
H 0.08924 -3.63863 -0.10602 -0.2712 -0.1005 -0.1493 0.036
H -1.06258 -4.51536 0.96476 -0.0283 -0.0548 -0.0803 0.031
H 0.72333 -4.69586 1.14123 -0.1333 -0.1287 0.0331 0.027
H 1.43858 -2.66583 3.63842 -0.0673 -0.1599 0.1175 0.054
H 0.74218 -1.39527 0.16792 -0.1395 -0.0789 0.0267 0.101
H 3.16586 -1.16390 1.91578 -0.0397 -0.1459 0.1112 0.125
H 3.02759 -1.38370 0.19823 -0.0380 0.0690 0.0601 0.128
C 2.74514 4.05858 0.27195 -0.1029 -0.1106 -0.0544 -0.151
O 2.30056 2.89009 -0.41740 0.0194 -0.0533 -0.0033 -0.144
H 3.78207 4.23399 -0.00636 0.0101 -0.0632 -0.0323 0.077
H 2.14178 4.92121 -0.00453 0.0633 0.0967 0.0809 0.064
H 2.68461 3.91200 1.35374 0.0437 0.0809 0.0164 0.074
H 1.38324 2.75629 -0.16093 0.0149 -0.0415 0.0284 0.035
C -0.98032 1.18981 -1.35214 0.0410 0.0025 0.1676 -0.128
O -1.45581 1.24586 -0.01126 0.0041 0.0003 -0.1194 -0.132
H -1.70256 1.69470 -1.98818 -0.0249 0.0095 0.0109 0.087
H -0.01342 1.69202 -1.44556 -0.0035 0.0005 -0.1561 0.071
H -0.87272 0.15401 -1.67942 0.0046 0.0274 -0.1015 0.051
H -0.79209 0.80030 0.52275 -0.1303 0.1291 0.2683 0.001
C -0.26740 -1.72087 -3.54779 0.2585 0.0008 -0.0362 -0.151
O 0.80371 -2.06745 -2.66176 -0.1179 0.0497 0.1367 -0.140
H -1.18397 -1.71774 -2.96315 -0.0052 -0.0195 0.0179 0.074
H -0.10584 -0.72278 -3.96465 -0.1144 0.0072 -0.0071 0.080
H -0.35437 -2.45162 -4.35153 -0.0629 0.0246 0.0298 0.053
H 1.61516 -2.07350 -3.17628 0.0044 -0.0451 0.0097 0.072
C -3.19801 3.68113 2.47991 0.1162 -0.0446 -0.0743 -0.152
O -1.93605 4.04896 1.93837 0.1299 0.0178 0.0864 -0.134
H -3.76880 4.59434 2.62972 0.0011 0.0194 -0.0017 0.077
H -3.74326 3.02891 1.79320 -0.0364 0.0089 0.0187 0.076
H -3.08431 3.17325 3.44144 -0.0466 0.0159 0.0160 0.077
H -1.43653 3.23664 1.79698 -0.0063 0.0229 -0.1449 0.052
C 1.17860 6.62085 2.66916 -0.1136 -0.0955 -0.1090 -0.161
O 0.62339 6.27472 1.40839 -0.0943 0.0349 0.1476 -0.138
H 2.12008 7.13278 2.48214 0.0131 0.0086 -0.0094 0.077
H 0.51851 7.29168 3.22560 0.0413 0.0187 0.0373 0.075
H 1.37484 5.73199 3.27599 0.0299 0.0277 0.0375 0.075
H -0.21049 5.81917 1.57377 -0.0704 -0.0674 -0.0645 0.054
C -3.87145 -1.93875 1.62805 0.0176 -0.0894 0.1501 -0.173
O -3.50739 -3.20671 2.16315 -0.0680 -0.0151 -0.0883 -0.159
H -3.35253 -1.82477 0.67957 0.0222 -0.0001 -0.0108 0.067
H -4.94838 -1.87682 1.44998 0.0087 0.0328 -0.0322 0.074
H -3.56525 -1.12529 2.29031 0.0113 0.0388 -0.0500 0.072
H -3.95601 -3.31435 3.00592 0.0331 -0.0262 0.0050 0.073
C 0.91270 -4.39727 -6.57732 -0.0435 -0.0873 0.1431 -0.151
O 0.11570 -4.44674 -5.39698 0.1327 -0.0432 -0.1407 -0.136
H 0.59212 -3.52950 -7.14810 -0.0178 0.0154 0.0005 0.078
H 1.97388 -4.29019 -6.33752 0.0114 0.0164 -0.0473 0.076
H 0.77331 -5.29160 -7.18889 0.0128 0.0255 -0.0470 0.076
H 0.39237 -5.21324 -4.88690 -0.0605 0.0217 0.0520 0.080

77
Properties=species:S:1:pos:R:3:forces:R:3:lowdin_charge:R:1 method="wB97M-V/def2-TZVPD" total_charge=+1 total_energy_ev=-148384.181 mol_weight_da=988.44 orbital_gap_ev=8.88 multiplicity=1 homo_ha=-0.450
Y -7.11865 16.05001 -2.65731 0.7024 1.1519 1.6096 1.763
N -7.63977 14.68237 -4.29678 0.6948 -4.1215 -2.4353 -0.418
S -8.13029 14.98857 -5.77095 -3.1469 4.6768 -3.8897 0.467
O -9.38493 14.39027 -6.14699 1.6449 -0.2963 0.7677 -0.208
O -7.15564 15.21738 -6.79412 -0.0705 -0.4610 1.2441 -0.223
F -8.58510 16.46136 -5.33571 0.2422 0.5452 -0.1125 -0.204
S -7.46707 12.99048 -4.66203 1.1564 -3.4266 3.8116 0.587
O -6.47355 12.61118 -5.61799 -1.0660 1.2820 0.2907 -0.198
O -8.64100 12.20562 -4.45969 0.2874 1.1879 -0.7160 -0.211
F -6.73409 12.76159 -3.25547 0.4919 0.2966 0.1366 -0.205
N -8.76766 17.51179 -2.60017 -4.1457 1.0495 -0.2174 -0.393
S -8.76849 19.08069 -2.51262 6.3270 5.8885 0.5698 0.478
O -9.41070 19.76516 -1.42516 -0.8720 -1.4491 -0.9417 -0.231
O -8.59531 19.76650 -3.76245 -1.1809 -0.9145 0.5928 -0.228
F -7.22576 19.12224 -1.97693 -0.3257 -0.4736 -0.0139 -0.223
S -10.44192 17.44936 -2.80073 -3.4772 -5.9936 -1.1702 0.555
O -11.00170 18.06489 -3.95605 1.1409 1.0846 0.7889 -0.185
O -11.21143 17.30285 -1.61130 1.0591 1.1800 0.1514 -0.209
F -10.41185 15.91430 -3.28579 0.4937 0.2846 0.0529 -0.187
C -7.22737 18.19898 2.80344 0.4608 0.5391 0.4299 -0.101
C -6.41279 16.94942 3.05138 -1.4707 -0.9843 -0.0196 -0.054
O -6.29213 16.39721 1.70572 0.6434 -0.0659 -0.5137 0.080
C -7.25274 16.91730 0.93766 0.9025 1.6009 0.8502 -0.532
O -7.45170 16.67970 -0.22136 -0.0279 -1.0973 -0.5792 0.052
O -7.87786 17.90144 1.58187 -0.8039 -0.2603 -0.7720 0.083
H -6.60677 19.08671 2.65663 0.0114 -0.0640 -0.0722 0.145
H -7.97097 18.43335 3.56225 0.0183 -0.2214 0.0164 0.143
H -7.02741 16.17230 3.51017 0.1524 0.2978 0.6849 0.140
H -5.49014 17.08142 3.60406 0.2997 -0.0814 -0.5419 0.141
C -10.70024 12.11564 -0.35472 -1.0510 0.4631 0.3782 -0.053
C -11.13958 13.41773 0.35396 -1.4874 -0.9079 -0.3566 -0.071
O -10.44330 14.43330 -0.37566 0.5465 -0.3177 0.4267 0.103
C -9.49115 13.84483 -1.10087 -0.5492 1.7302 0.1254 -0.536
O -8.67013 14.52320 -1.69740 0.7865 -0.2837 -0.0387 -0.005
O -9.57483 12.55604 -1.10851 1.0047 -0.9641 -0.4358 0.134
H -11.50306 11.82532 -1.03220 0.3219 -0.1379 -0.2559 0.141
H -10.47038 11.26123 0.27451 0.4114 0.2037 0.0574 0.141
H -11.04309 13.45705 1.43726 0.7658 0.2626 -0.1049 0.136
H -12.20655 13.52002 0.15605 0.0618 0.3896 0.0582 0.137
C -9.45307 21.58608 1.17265 -0.9602 -0.8665 -0.4117 -0.132
C -10.27779 20.33905 1.51564 0.8698 -0.5691 -0.6705 -0.120
O -11.27559 20.83503 2.40164 0.0795 -0.3905 -0.4457 0.079
C -10.68889 21.84726 3.06170 -0.5366 0.7970 0.3544 -0.584
O -11.07122 22.29197 4.09558 0.1337 -0.0467 -0.0580 0.171
O -9.64175 22.33028 2.36353 0.7578 0.5345 0.2604 0.068
H -9.88628 22.08813 0.30280 -0.0979 0.2670 0.2501 0.096
H -8.41241 21.40556 0.91090 0.0874 -0.0159 0.5353 0.103
H -9.71317 19.58919 2.07595 0.2204 0.0940 -0.0321 0.109
H -10.63370 19.84018 0.61829 -0.6479 0.1836 0.2185 0.114
C -5.64846 20.12240 -6.49922 0.0691 0.5681 -0.4995 -0.070
C -4.47168 19.20296 -6.83677 0.2321 0.9943 -0.0041 -0.065
O -4.75600 18.08662 -5.99517 0.2440 -1.4369 -0.0826 0.110
C -5.65719 18.38831 -5.08403 0.6270 1.1924 -0.3172 -0.538
O -6.02598 17.64968 -4.20132 -0.5070 -1.0521 0.5081 0.033
O -6.00863 19.65981 -5.19910 -0.9290 -0.4277 0.5781 0.085
H -6.50418 20.04160 -7.17194 0.0238 -0.3034 0.0685 0.145
H -5.43300 21.18296 -6.38897 0.3595 -0.1169 -0.1424 0.140
H -3.51959 19.65700 -6.55155 -0.0554 -0.1642 0.3400 0.137
H -4.33498 18.88960 -7.86772 -0.5614 -0.1783 0.0141 0.142
C -2.58566 18.59937 0.18530 2.3987 -0.0811 -0.5921 -0.095
C -1.89194 17.40145 -0.50297 0.2722 -0.5284 1.3633 -0.071
O -2.95533 16.85190 -1.28900 0.5380 -0.2549 -1.0911 0.116
C -4.08049 17.48420 -1.07246 0.1502 0.2750 1.3514 -0.535
O -5.13563 17.22676 -1.58641 -0.5775 -0.6806 -0.5791 0.050
O -3.95503 18.40614 -0.09927 -0.3986 0.1818 -0.3016 0.102
H -2.14459 19.48799 -0.27069 -0.8485 0.3452 -0.1731 0.136
H -2.29645 18.67839 1.23036 -0.8421 -0.2957 0.2399 0.138
H -1.54527 16.62174 0.17877 -0.5069 -0.0383 0.2247 0.134
H -0.97146 17.62361 -1.03935 -0.5571 0.3821 -0.7530 0.138
Cl -7.17870 22.47619 -1.58838 -0.1677 0.0912 -0.4825 0.557
C -7.99912 22.90169 -3.13947 0.7712 0.7093 -0.4223 -0.641
C -9.51119 22.88547 -3.04727 1.0601 -0.5988 0.0732 -0.648
Cl -9.99240 24.09945 -1.85960 -0.4630 0.3124 0.0571 0.594
H -7.53054 22.31200 -3.92712 -0.5904 -0.7137 0.2198 0.056
H -7.68286 23.90330 -3.43948 -0.0191 0.1851 0.6095 0.067
H -9.84842 21.91845 -2.68684 -0.2456 0.0458 -0.2153 0.038
H -9.88792 23.12428 -4.03955 -0.3355 0.0084 0.1512 0.087